C33H29BMnN4O6S | ωB97M-V with the def2-TZVPD basis set

Calculated values
Spin multiplicity: 5
E_tot (eV): -95776.4779
Gap between HOMO and LUMO (alpha / beta) (eV): 7.36 / 7.38
Total charge: -1
HOMO (alpha / beta) (hartree): -0.19157 / -0.19214
LUMO energy (alpha / beta) (eV): 2.14 / 2.15
Relative energy (zero: lowest compared OMol25 entry of this formula, charge and spin) (kcal/mol): 2.4

The geometry in XYZ format:
```
75
Properties=species:S:1:pos:R:3:lowdin_charge:R:1
Mn -0.00007 -1.75351 -1.76196 0.7247
O -0.31326 -1.62086 0.51209 -0.0495
C 0.91927 -1.59011 1.26927 -0.2829
C 2.11122 -1.71264 0.26935 -0.5502
O 3.23031 -1.77424 0.74709 0.0743
O 1.81852 -1.75381 -0.97953 -0.0979
C 0.95986 -0.28226 2.06067 -0.1472
C 2.08906 0.52177 2.14489 -0.0133
C 2.06104 1.69408 2.89186 -0.0869
C 0.91032 2.07941 3.55938 -0.1046
C -0.22324 1.28154 3.47898 -0.0780
C -0.19256 0.11121 2.73921 -0.0198
C 0.96046 -2.81931 2.16945 -0.1319
C 0.46839 -4.03282 1.68918 -0.0051
C 0.50791 -5.16803 2.48656 -0.0665
C 1.05285 -5.10681 3.76022 -0.0953
C 1.56483 -3.90561 4.23080 -0.0789
C 1.51923 -2.76732 3.44063 -0.0114
H -0.94937 -2.14631 1.01097 0.1134
H 2.99432 0.22724 1.63356 0.1137
H 2.95119 2.30972 2.94748 0.1024
H 0.89287 2.99548 4.13736 0.0952
H -1.13136 1.57050 3.99309 0.0988
H -1.08160 -0.50458 2.68551 0.1179
H 0.07974 -4.09915 0.67822 0.1057
H 0.12306 -6.10298 2.09996 0.1066
H 1.08656 -5.99369 4.38046 0.0967
H 2.00349 -3.85250 5.21943 0.0988
H 1.92606 -1.83519 3.80934 0.1191
S -0.16041 -1.65151 -4.25277 0.6534
C -1.81458 -1.72133 -3.75177 -0.7429
C -2.91610 -1.83933 -4.61478 -0.0879
C -4.18175 -1.90626 -4.08658 -0.0730
C -4.36677 -1.84926 -2.70212 -0.0733
C -3.24856 -1.73194 -1.91163 -0.1130
N -2.01637 -1.66603 -2.41875 -0.0574
H -2.74102 -1.89274 -5.67967 0.0998
H -5.03611 -2.01141 -4.74395 0.1031
H -5.34872 -1.91051 -2.25652 0.0953
H -3.32146 -1.69229 -0.83117 0.1162
C 0.80929 7.05912 -0.55399 -0.0526
C 0.49623 5.93186 0.43838 -0.5609
C 1.74312 5.68360 1.28846 -0.0681
C -0.63563 6.37834 1.37428 -0.0505
C 0.05970 4.67750 -0.32139 -0.1720
C -1.06870 4.73187 -1.14592 -0.0427
C -1.54857 3.62414 -1.84062 0.0215
C -0.85766 2.44418 -1.68338 -0.2005
O -1.11666 1.20509 -2.20830 0.1494
B -0.12579 0.36234 -1.69567 -0.4395
O 0.75718 1.10149 -0.90055 0.1550
C 0.26932 2.38043 -0.88675 -0.1801
C 0.75055 3.46975 -0.19710 0.0719
H 1.11995 7.95997 -0.01829 0.0806
H -0.06042 7.31181 -1.16163 0.0740
H 1.61525 6.76430 -1.22852 0.0899
H 2.01277 6.60149 1.81520 0.0834
H 2.59541 5.38693 0.67419 0.0887
H 1.57063 4.90568 2.03514 0.0720
H -0.33952 7.27219 1.92972 0.0809
H -0.87306 5.58927 2.09053 0.0880
H -1.54467 6.61078 0.81855 0.0748
H -1.60328 5.66818 -1.24975 0.1021
H -2.42777 3.68256 -2.46794 0.1186
H 1.62359 3.35850 0.42835 0.1082
N 1.76352 -4.54427 -2.23666 0.1986
C 0.42200 -4.67391 -2.16290 -0.5013
O -0.25570 -3.75314 -1.59414 -0.1437
C -0.20918 -5.83135 -2.66700 -0.2139
C -1.61694 -5.94945 -2.58118 -0.2431
N -2.76479 -6.05232 -2.50753 0.1105
C 0.55792 -6.86228 -3.25185 -0.2601
N 1.20537 -7.70900 -3.70070 0.1053
H 2.17478 -3.67070 -1.93773 0.0889
H 2.31446 -5.21153 -2.74717 0.0984
```

---

C33H29BrF11N6O3Se3TeTl | ωB97M-V with the def2-TZVPD basis set

Calculated values
E_tot (eV): -357733.6584
Gap between HOMO and LUMO (alpha / beta) (eV): 5.46 / 3.51
Total charge: -2
HOMO (alpha / beta) (hartree): -0.07051 / -0.01535
LUMO energy (alpha / beta) (eV): 3.54 / 3.09
Relative energy (zero: lowest compared OMol25 entry of this formula, charge and spin) (kcal/mol): 62.1

The geometry in XYZ format:
```
88
Properties=species:S:1:pos:R:3:lowdin_charge:R:1
Tl -0.66571 -0.31721 0.20248 0.8228
C 2.27177 1.79367 -0.50534 -0.0827
N 1.93809 0.66566 0.35339 -0.2597
C 2.68468 -0.52854 -0.00202 -0.2073
C 2.37874 -1.03280 -1.40833 -0.2457
N 1.00842 -1.43679 -1.62324 -0.0219
C 0.67797 -2.73953 -1.64165 -0.2767
C 1.39630 -3.86031 -1.15630 -0.1620
F 2.54739 -3.69436 -0.47114 0.0674
C 0.94203 -5.15545 -1.27600 -0.1690
F 1.67565 -6.16801 -0.78590 0.0910
C -0.26871 -5.43024 -1.88324 -0.1780
F -0.69917 -6.69420 -2.00972 0.0800
C -1.02561 -4.37294 -2.35538 -0.1958
F -2.20727 -4.61644 -2.94298 0.0881
C -0.57299 -3.08387 -2.22201 -0.2383
F -1.36522 -2.10282 -2.66456 0.0865
C 2.11064 0.99691 1.76268 -0.2138
C 1.37436 0.06522 2.70886 -0.2564
N -0.05382 0.17380 2.49511 -0.0946
C -0.87621 -0.44768 3.36673 -0.2654
C -0.55850 -1.31567 4.43592 -0.1408
F 0.72550 -1.68280 4.69144 0.0546
C -1.50695 -1.87326 5.27531 -0.1577
F -1.10641 -2.68799 6.27330 0.0844
C -2.84874 -1.61786 5.10921 -0.1573
F -3.77273 -2.16156 5.93198 0.0757
C -3.21999 -0.77530 4.07207 -0.1545
F -4.52235 -0.50063 3.88502 0.0983
C -2.27191 -0.21794 3.25198 -0.1981
F -2.69674 0.58869 2.26745 0.0234
H 3.36346 1.95241 -0.55351 0.0912
H 1.88593 1.64228 -1.51254 0.0640
H 1.80246 2.69632 -0.11922 0.0707
H 3.77220 -0.33146 0.06867 0.1225
H 2.45116 -1.32489 0.70618 0.1092
H 2.59383 -0.22298 -2.11462 0.0912
H 3.09466 -1.82766 -1.62876 0.1091
H 3.18496 1.00855 2.02701 0.1220
H 1.72376 2.00581 1.91363 0.1014
H 1.75613 -0.95980 2.60392 0.1070
H 1.65566 0.38116 3.72230 0.1208
C -4.90718 -1.46249 -5.50520 -0.0630
C -4.37337 -0.07114 -5.82144 -0.2081
N -3.25163 0.30816 -4.97853 -0.0447
C -3.50875 0.98765 -3.81417 0.0266
C -2.59570 1.26933 -2.86986 -0.0351
C -2.98739 1.89629 -1.55720 -0.6874
O -3.62500 3.01208 -1.60219 -0.2912
O -2.64686 1.30173 -0.53563 -0.1680
C -1.19213 0.96748 -3.10936 -0.3319
O -0.27694 1.30585 -2.37300 -0.0032
C -0.94383 0.17673 -4.33422 -0.0565
C 0.34216 -0.29715 -4.56464 0.0795
C 0.58951 -1.13552 -5.61467 -0.1760
F 1.85771 -1.61450 -5.76331 0.0363
C -0.41860 -1.54577 -6.49590 -0.1539
C -1.68667 -1.01359 -6.29580 0.0412
C -1.97400 -0.17346 -5.21460 -0.1318
N -0.25618 -2.46674 -7.55923 -0.0853
C 1.05376 -2.77700 -8.11219 -0.1694
C 1.76700 -3.94175 -7.43334 -0.2012
N 0.86508 -5.12493 -7.36997 -0.0440
C -0.43581 -4.78750 -6.72742 -0.1682
C -1.09149 -3.66220 -7.51450 -0.1642
H -5.77438 -1.69091 -6.12744 0.0718
H -5.20490 -1.52299 -4.45811 0.0840
H -4.14771 -2.22568 -5.67642 0.0613
H -5.15316 0.67501 -5.66901 0.1155
H -4.07346 0.00869 -6.86778 0.1111
H -4.54226 1.28430 -3.68145 0.1436
H 1.11437 -0.05227 -3.84666 0.1210
H -2.45621 -1.28848 -7.00212 0.1045
H 1.69035 -1.89626 -8.07823 0.1256
H 0.90389 -3.03764 -9.16466 0.1027
H 2.05329 -3.70041 -6.41446 0.1095
H 2.65038 -4.25071 -7.99899 0.0801
H 1.33697 -5.92865 -6.88242 0.0540
H 0.69612 -5.50756 -8.35551 0.0072
H -0.23286 -4.47846 -5.70181 0.1272
H -1.03588 -5.69990 -6.71733 0.0920
H -2.05648 -3.43154 -7.06860 0.1112
H -1.26758 -4.00102 -8.53919 0.1022
Se -1.19213 3.09967 1.08023 0.0857
Se -0.56328 5.40457 1.30218 -0.1477
Te -2.25407 4.67044 -0.57577 0.5659
Se -0.92003 4.87279 -2.55269 -0.1808
Br -1.52417 -3.00767 1.00762 -0.0536
```

---

C33H29BrGeN5O2S2W | ωB97M-V with the def2-TZVPD basis set

Calculated values
Spin multiplicity: 4
E_tot (eV): -196276.6747
Gap between HOMO and LUMO (alpha / beta) (eV): 6.44 / 5.25
Total charge: +2
HOMO (alpha / beta) (hartree): -0.51281 / -0.51223
LUMO energy (alpha / beta) (eV): -7.52 / -8.68
Relative energy (zero: lowest compared OMol25 entry of this formula, charge and spin) (kcal/mol): 33.5

The geometry in XYZ format:
```
74
Properties=species:S:1:pos:R:3:lowdin_charge:R:1
W -0.15942 0.35593 0.31541 1.1942
C 3.86820 -1.98790 -3.53498 0.0208
C 3.19618 -2.47647 -2.30102 -0.2923
N 3.42155 -3.58793 -1.68964 0.1769
N 2.54138 -3.55021 -0.61936 0.0636
C 1.77977 -2.47872 -0.56257 -0.6776
S 0.53128 -2.15141 0.55439 0.7528
N 2.19153 -1.77493 -1.63372 -0.0833
N 1.66340 -0.53852 -1.95163 0.1059
H 4.62178 -2.71359 -3.83134 0.1010
H 4.35578 -1.02422 -3.36272 0.0966
H 3.15303 -1.87260 -4.35175 0.0940
H 2.53718 -4.31220 0.03614 0.1710
H 2.34267 0.17440 -1.73386 0.1016
H 1.45437 -0.49426 -2.94159 0.1056
O 1.11687 0.46907 2.07779 -0.0444
C 1.49601 1.44776 1.38610 -0.6337
O 1.68720 1.23927 0.10803 -0.1565
C 1.43078 2.81623 1.89211 -0.1759
C 2.45332 3.52281 2.49477 0.0138
C 2.18725 4.81175 2.93518 -0.0289
C 0.91880 5.36818 2.77543 -0.0351
C -0.10005 4.65304 2.16007 -0.0692
C 0.16385 3.36308 1.70829 -0.4985
S -1.09436 2.44420 0.85635 0.8183
H 3.43489 3.07948 2.63207 0.1355
H 2.97706 5.38969 3.40526 0.1245
H 0.72299 6.37093 3.13769 0.1230
H -1.08536 5.08878 2.02087 0.1190
Br -5.71372 -2.46205 3.04966 0.9028
C -4.16763 -1.76313 2.31412 -0.6855
C -3.48271 -0.74911 2.95940 -0.0632
C -2.36775 -0.22606 2.35618 -0.1170
N -1.91178 -0.64522 1.15753 -0.1829
C -2.54893 -1.67684 0.58240 -0.1847
C -3.67641 -2.25303 1.11954 -0.0655
H -3.80678 -0.36740 3.91923 0.1266
H -1.81337 0.55366 2.83847 0.1000
H -2.14217 -2.04408 -0.33866 0.0661
H -4.15655 -3.07565 0.60336 0.1272
C -3.17208 -3.33399 -3.81425 -0.0462
C -4.02758 -2.28328 -3.50066 -0.0470
C -3.53851 -1.14347 -2.86951 -0.0849
C -2.16907 -1.03520 -2.57510 -0.3288
C -1.32067 -2.11362 -2.87970 -0.1183
C -1.81595 -3.24998 -3.50506 -0.0556
Ge -1.50458 0.65576 -1.89088 0.9155
C -0.39008 1.50275 -3.24694 -0.3367
C 0.69218 2.35349 -2.98385 -0.1234
C 1.36932 2.96400 -4.03581 -0.0622
C 0.96938 2.72969 -5.34761 -0.0563
C -0.11196 1.89541 -5.60951 -0.0544
C -0.79151 1.27594 -4.56548 -0.0940
C -3.04164 1.75684 -1.57764 -0.3777
C -3.06728 3.04781 -2.10879 -0.0964
C -4.14136 3.88477 -1.84299 -0.0486
C -5.18002 3.45104 -1.02266 -0.0445
C -5.15790 2.17185 -0.47695 -0.0533
C -4.08470 1.33041 -0.74459 -0.1329
H -3.56303 -4.22448 -4.29746 0.1196
H -5.08168 -2.34772 -3.75209 0.1192
H -4.21474 -0.32724 -2.64673 0.0958
H -0.27761 -2.07779 -2.61740 0.0656
H -1.15219 -4.07235 -3.75232 0.1147
H 0.98758 2.57731 -1.97176 0.0818
H 2.19889 3.63347 -3.83237 0.1148
H 1.49344 3.20911 -6.16828 0.1174
H -0.43116 1.72374 -6.63077 0.1170
H -1.63446 0.62802 -4.78487 0.1081
H -2.26158 3.39423 -2.74782 0.1058
H -4.16980 4.87993 -2.27399 0.1179
H -6.01269 4.11351 -0.81160 0.1186
H -5.97228 1.83590 0.15630 0.1153
H -4.07843 0.33247 -0.31752 0.0874
```